Molecular formula: C31H34N2O3
Method: DFT, wB97M-V/def2-TZVPD

Kohn-Sham gap, Eh: 0.267
LUMO level, eV: -0.967
E, eV: -41812.7236
Energy above the lowest of the compared OMol25 structures with the same formula, charge and spin, kcal/mol: 131.8
SMILES: O=C1NC(=O)c2c(CCCO)cc(CCCCn3cccc3)cc21.c1ccccc1.c1ccccc1
Molecular weight, g/mol: 482.62

ORCA input file:
```
! RIJCOSX wB97M-V def2-TZVPD def2/J DEFGRID3
* xyz 0 1
O 8.3147 -0.9056 0.0113
C 7.3460 -1.6735 -0.1987
N 7.3954 -3.1333 -0.4563
C 6.1002 -3.7828 -0.8308
O 5.9391 -4.9543 -1.2400
C 5.0591 -2.6099 -0.5772
C 3.5155 -2.5952 -0.6348
C 2.6658 -3.9013 -0.9699
C 1.2749 -3.9937 -0.1420
C 1.4558 -3.8251 1.4439
O 0.6447 -4.8434 2.1285
C 2.7670 -1.2435 -0.3199
C 3.4867 0.0713 0.0597
C 2.7923 1.4585 0.4323
C 1.3405 1.6821 -0.2045
C 0.1694 0.7912 0.4521
C -1.2339 1.6108 0.5920
N -2.3065 0.5515 0.6249
C -2.9655 0.1936 -0.6314
C -4.0006 -0.8679 -0.1219
C -3.8527 -1.0788 1.4392
C -2.7082 -0.1204 1.8511
C 5.0626 0.0259 0.1148
C 5.7984 -1.2945 -0.1967
H 7.6826 -3.7205 0.3535
H 2.3634 -3.8535 -2.0835
H 3.2360 -4.8762 -0.7703
H 0.8702 -5.0476 -0.3230
H 0.4959 -3.2521 -0.5261
H 1.0826 -2.7968 1.8149
H 2.5565 -4.0092 1.6869
H 0.9649 -4.9640 3.0470
H 1.6338 -1.2857 -0.3885
H 3.4893 2.2908 0.0374
H 2.7711 1.5538 1.5749
H 1.0598 2.7856 0.0160
H 1.3099 1.5876 -1.3516
H 0.4621 0.2523 1.4147
H -0.0652 -0.0436 -0.3164
H -1.2090 2.2421 1.5458
H -1.4233 2.2815 -0.3302
H -2.7861 0.5922 -1.6779
H -4.7430 -1.3978 -0.8220
H -4.4479 -1.7993 2.0939
H -2.2481 0.0504 2.8899
H 5.7048 0.9283 0.3871
C -8.6518 -0.5891 1.9203
C -9.5984 -0.2271 2.8740
C -9.2114 0.4893 4.0023
C -7.8762 0.8404 4.1792
C -6.9282 0.4704 3.2300
C -7.3157 -0.2427 2.1001
H -8.9549 -1.1419 1.0374
H -10.6390 -0.5030 2.7373
H -9.9501 0.7744 4.7441
H -7.5746 1.4012 5.0575
H -5.8859 0.7388 3.3703
H -6.5767 -0.5288 1.3592
C 2.4554 3.6016 -4.8716
C 3.0321 3.5662 -3.6059
C 2.7684 4.5818 -2.6918
C 1.9308 5.6357 -3.0449
C 1.3615 5.6758 -4.3139
C 1.6221 4.6584 -5.2268
H 2.6557 2.8064 -5.5818
H 3.6873 2.7456 -3.3311
H 3.2157 4.5521 -1.7035
H 1.7231 6.4261 -2.3316
H 0.7131 6.5004 -4.5916
H 1.1762 4.6887 -6.2154
*
```

---

Molecular formula: C31H34N4PRhS
Method: DFT, wB97M-V/def2-TZVPD

Kohn-Sham gap (spin up / spin down), Eh: 0.259 / 0.248
LUMO level (spin up / spin down), eV: -6.412 / -7.058
E, eV: -61779.0692
Energy above the lowest of the compared OMol25 structures with the same formula, charge and spin, kcal/mol: 20.5
Molecular weight, g/mol: 628.59

ORCA input file:
```
! RIJCOSX wB97M-V def2-TZVPD def2/J DEFGRID3
* xyz 2 1
Rh 0.1363 -0.0186 -0.0065
N 0.4156 -0.8333 1.9953
C -0.8396 -1.2929 2.5737
C -1.0954 -1.2380 3.9282
C -2.3323 -1.6756 4.3944
C -3.2868 -2.1658 3.5162
C -3.0196 -2.2200 2.1543
C -1.7902 -1.7820 1.6774
P -1.3048 -1.7405 -0.0603
C -2.7969 -1.7023 -1.0524
C -3.6443 -0.5953 -0.9849
C -4.8188 -0.5785 -1.7164
C -5.1527 -1.6662 -2.5170
C -4.3178 -2.7721 -2.5781
C -3.1379 -2.7956 -1.8467
C -0.3931 -3.2476 -0.4134
C 0.4972 -3.2912 -1.4880
C 1.1844 -4.4615 -1.7654
C 0.9898 -5.5875 -0.9752
C 0.1068 -5.5486 0.0952
C -0.5853 -4.3814 0.3797
H 0.9288 -0.2480 2.6496
H 1.0187 -1.6390 1.8225
H -0.3487 -0.8662 4.6198
H -2.5462 -1.6322 5.4537
H -4.2437 -2.5011 3.8916
H -3.7688 -2.5896 1.4647
H -3.4013 0.2318 -0.3298
H -5.4843 0.2723 -1.6530
H -6.0741 -1.6558 -3.0840
H -4.5841 -3.6214 -3.1925
H -2.4860 -3.6578 -1.9048
H 0.6486 -2.4191 -2.1121
H 1.8743 -4.4955 -2.5977
H 1.5303 -6.4987 -1.1937
H -0.0434 -6.4263 0.7090
H -1.2708 -4.3568 1.2181
C -1.5825 0.3764 -4.8507
N -1.9883 1.2249 -3.7327
C -3.0663 2.0865 -3.7359
C -3.1141 2.6727 -2.5310
N -2.0456 2.1706 -1.7810
C -1.3694 1.2664 -2.5432
S 0.0474 0.3627 -2.2469
C -1.8096 2.5898 -0.4410
C -2.1958 3.8768 -0.0849
C -2.0883 4.2612 1.2366
C -1.5958 3.3536 2.1628
C -1.1947 2.1181 1.7093
N -1.2772 1.7294 0.4238
H -2.2193 0.6119 -5.6978
H -1.6988 -0.6703 -4.5748
H -0.5452 0.5750 -5.1088
H -3.7041 2.1940 -4.5952
H -3.8268 3.3671 -2.1290
H -2.5496 4.5758 -0.8271
H -2.3827 5.2579 1.5355
H -1.5071 3.6015 3.2104
H -0.7861 1.3903 2.3954
C 2.6126 2.4067 -0.8357
C 3.0061 0.9447 -1.0229
C 4.5212 0.7645 -0.8556
C 2.3233 0.0523 -0.0094
H 3.0831 3.0391 -1.5883
H 2.9298 2.7688 0.1459
H 1.5303 2.5459 -0.9158
H 2.7405 0.6305 -2.0341
H 4.8367 1.0146 0.1595
H 5.0558 1.4241 -1.5405
H 4.8259 -0.2606 -1.0658
H 2.4272 0.4443 1.0084
H 2.6442 -0.9896 -0.0553
*
```

---

Molecular formula: C31H35BClF4INO3S5SbV
Method: DFT, wB97M-V/def2-TZVPD

Kohn-Sham gap (spin up / spin down), Eh: 0.214 / 0.230
LUMO level (spin up / spin down), eV: 3.684 / 3.683
E, eV: -158929.4037
Energy above the lowest of the compared OMol25 structures with the same formula, charge and spin, kcal/mol: 13.2
Molecular weight, g/mol: 1051.83

ORCA input file:
```
! RIJCOSX wB97M-V def2-TZVPD def2/J DEFGRID3
* xyz -2 4
V -0.8149 0.8770 0.2360
I -0.6140 3.0145 2.0792
C -1.7189 4.2152 0.7608
C -2.1441 5.4262 1.2258
C -2.8122 6.3097 0.3523
C -2.9946 5.9595 -0.9525
C -2.5453 4.7089 -1.4461
C -2.7013 4.3800 -2.8134
C -2.2464 3.1776 -3.2718
C -1.6676 2.2463 -2.3843
C -1.5017 2.4719 -1.0322
C -1.9181 3.7687 -0.5770
H -1.9620 5.7149 2.2526
H -3.1602 7.2668 0.7230
H -3.4859 6.6388 -1.6420
H -3.1743 5.0984 -3.4752
H -2.3460 2.9256 -4.3237
H -1.3516 1.2950 -2.8057
C 5.8701 -0.4681 2.0602
S 5.0779 -1.6901 3.1343
C 4.4993 -0.6379 4.4038
C 3.5078 0.2914 4.2648
S 2.5596 0.6857 2.9012
S 3.2305 1.2103 5.7445
C 4.4177 0.4927 6.7660
S 4.6603 0.9102 8.3578
S 5.3125 -0.7153 5.9512
H 6.2055 -0.9880 1.1624
H 6.7245 -0.0114 2.5573
H 5.1362 0.2901 1.7888
C -2.6962 -2.1658 -3.7798
C -2.7287 -2.4989 -2.2829
C -2.0454 -3.8412 -2.0002
C -4.1723 -2.5140 -1.7658
C -1.9857 -1.4485 -1.5723
N -1.4098 -0.6291 -1.0161
H -3.2324 -2.9440 -4.3271
H -1.6714 -2.1223 -4.1512
H -3.1804 -1.2068 -3.9644
H -2.5952 -4.6320 -2.5150
H -2.0507 -4.0558 -0.9308
H -1.0165 -3.8471 -2.3555
H -4.7219 -3.2870 -2.3093
H -4.6498 -1.5477 -1.9121
H -4.2072 -2.7297 -0.6987
C -2.0485 -2.4774 2.4864
Sb -0.3568 -1.1500 2.4010
C -0.5452 -0.5078 4.4300
C 1.0845 -2.6983 2.7255
H -1.8795 -3.2333 3.2557
H -2.2100 -2.9663 1.5247
H -2.9441 -1.9012 2.7110
H -0.8512 -1.3483 5.0545
H -1.2978 0.2785 4.4853
H 0.4130 -0.1148 4.7639
H 0.8099 -3.2501 3.6259
H 2.0712 -2.2524 2.8434
H 1.0916 -3.3803 1.8742
F -2.8171 0.6594 1.0873
B -4.2015 0.3913 0.7117
F -4.4916 -0.9202 1.1235
F -4.3168 0.4935 -0.6734
F -5.0082 1.3074 1.3643
C 3.3268 -1.8800 -0.6101
C 2.6949 -1.5768 -1.9348
C 2.0093 -2.5761 -2.6189
C 1.4374 -2.3348 -3.8573
Cl 0.6765 -3.6541 -4.7324
C 1.4908 -1.0851 -4.4370
C 2.1658 -0.0809 -3.7630
C 2.7892 -0.3150 -2.5430
O 3.5661 0.7106 -2.0920
C 3.3992 1.3470 -0.8037
C 1.9611 1.8055 -0.5342
O 1.7037 3.0015 -0.5212
O 1.1565 0.8195 -0.3579
H 3.3006 -2.9511 -0.4074
H 2.8070 -1.3571 0.1950
H 4.3677 -1.5549 -0.5904
H 1.9464 -3.5662 -2.1841
H 1.0219 -0.9006 -5.3940
H 2.2299 0.9177 -4.1745
H 4.0539 2.2124 -0.8597
H 3.7142 0.6943 0.0090
*
```

---

Molecular formula: C31H35BN5O6V
Method: DFT, wB97M-V/def2-TZVPD

Kohn-Sham gap (spin up / spin down), Eh: 0.256 / 0.279
LUMO level (spin up / spin down), eV: -3.944 / -3.379
E, eV: -78812.7051
Energy above the lowest of the compared OMol25 structures with the same formula, charge and spin, kcal/mol: 2.5
Molecular weight, g/mol: 635.41

ORCA input file:
```
! RIJCOSX wB97M-V def2-TZVPD def2/J DEFGRID3
* xyz 1 2
V 0.3829 -0.9442 0.5793
C -2.0474 -0.1227 2.1278
N -0.6448 0.3346 1.9815
C -0.6453 1.7808 1.6223
C 0.1628 0.1671 3.1883
C -0.3419 0.2291 4.4700
C 0.5060 0.0080 5.5502
C 1.8421 -0.2835 5.3241
C 2.3470 -0.3581 4.0308
C 1.5102 -0.1182 2.9429
N 1.8258 -0.2720 1.5914
C 3.1308 -0.3159 1.0753
C 4.2426 0.3385 1.5942
C 5.4609 0.2540 0.9370
C 5.5824 -0.4737 -0.2384
C 4.4732 -1.1176 -0.7664
C 3.2609 -1.0282 -0.1125
N 2.0426 -1.7012 -0.5641
C 2.1269 -3.1385 -0.1622
C 1.8606 -1.6268 -2.0353
H -2.6057 0.5395 2.7916
H -2.0665 -1.1350 2.5238
H -2.5215 -0.1092 1.1475
H -1.0361 2.3594 2.4617
H -1.2845 1.9469 0.7567
H 0.3682 2.1048 1.3973
H -1.3880 0.4395 4.6475
H 0.1201 0.0636 6.5586
H 2.5031 -0.4596 6.1633
H 3.3816 -0.6278 3.8712
H 4.1444 0.9458 2.4837
H 6.3187 0.7735 1.3421
H 6.5333 -0.5334 -0.7489
H 4.5671 -1.6793 -1.6870
H 3.0463 -3.5746 -0.5549
H 1.2763 -3.6850 -0.5636
H 2.1403 -3.2193 0.9249
H 2.6009 -2.2437 -2.5471
H 1.9619 -0.5954 -2.3619
H 0.8695 -2.0010 -2.2899
O -1.5660 -7.0086 3.4309
C -0.8077 -6.3399 2.5439
O -0.4219 -6.8523 1.5395
C -0.4281 -4.9443 2.9220
C 0.2153 -4.5247 4.0654
N 0.5313 -3.2246 3.8821
N 0.1353 -2.7715 2.6960
C -0.4644 -3.7938 2.1086
C -1.0620 -3.5353 0.7700
O -1.7296 -4.3091 0.1606
O -0.7539 -2.2962 0.3405
H -1.8998 -6.4294 4.1260
H 0.4925 -5.0576 4.9604
H 1.0048 -2.5945 4.5151
C -2.8447 5.1321 -5.4580
C -3.2967 3.9067 -4.6622
C -3.8209 2.8559 -5.6519
C -4.4319 4.3367 -3.7212
C -2.1621 3.3004 -3.8352
C -0.8709 3.8321 -3.8338
C 0.1698 3.2914 -3.0793
C -0.1297 2.1912 -2.3175
O 0.6866 1.4534 -1.4694
B -0.1352 0.4727 -0.9492
O -1.4187 0.5552 -1.4491
C -1.4021 1.6500 -2.3080
C -2.4305 2.1724 -3.0491
H -3.6907 5.5224 -6.0246
H -2.0558 4.8826 -6.1698
H -2.4895 5.9297 -4.8027
H -4.6324 3.2782 -6.2471
H -4.2068 1.9726 -5.1410
H -3.0277 2.5373 -6.3306
H -5.2487 4.7734 -4.2986
H -4.0782 5.0845 -3.0088
H -4.8345 3.4928 -3.1591
H -0.6536 4.7003 -4.4381
H 1.1628 3.7199 -3.0925
H -3.4115 1.7168 -3.0169
*
```

---

Molecular formula: C31H35CaN2P2S3
Method: DFT, wB97M-V/def2-TZVPD

Kohn-Sham gap, Eh: 0.253
LUMO level, eV: 2.562
E, eV: -105222.0119
Energy above the lowest of the compared OMol25 structures with the same formula, charge and spin, kcal/mol: 0.0
Molecular weight, g/mol: 633.86

ORCA input file:
```
! RIJCOSX wB97M-V def2-TZVPD def2/J DEFGRID3
* xyz -1 1
Ca 1.6581 2.0581 -0.8049
S 0.8201 0.9366 2.5624
P 0.1645 -0.3562 1.1433
C 0.9718 -0.2108 -0.3220
P 0.4163 -0.5340 -1.8715
S 1.3524 0.6517 -3.2544
C 0.6749 -2.2596 -2.4240
C 0.2240 -2.7191 -3.6599
C 0.4723 -4.0233 -4.0512
C 1.1819 -4.8805 -3.2143
C 1.6440 -4.4251 -1.9902
C 1.3916 -3.1141 -1.5993
C -1.3913 -0.3411 -2.1740
C -1.8946 0.8322 -2.7261
C -3.2616 1.0208 -2.8728
C -4.1482 0.0316 -2.4735
C -3.6583 -1.1528 -1.9404
C -2.2913 -1.3361 -1.8001
C -1.6479 -0.0516 1.1811
C -2.5344 -0.8187 1.9284
C -3.8761 -0.4647 2.0209
C -4.3442 0.6682 1.3765
C -3.4617 1.4547 0.6446
C -2.1298 1.0955 0.5562
C 0.2882 -2.0777 1.7859
C 1.1334 -2.3873 2.8445
C 1.3064 -3.7029 3.2561
C 0.6246 -4.7286 2.6180
C -0.2286 -4.4313 1.5622
C -0.3870 -3.1173 1.1511
H -0.3187 -2.0466 -4.3146
H 0.1181 -4.3758 -5.0123
H 1.3780 -5.9001 -3.5238
H 2.1999 -5.0849 -1.3353
H 1.7527 -2.7350 -0.6499
H -1.1996 1.5935 -3.0605
H -3.6328 1.9442 -3.3008
H -5.2157 0.1789 -2.5820
H -4.3412 -1.9338 -1.6298
H -1.9228 -2.2754 -1.4058
H -2.1837 -1.6995 2.4504
H -4.5523 -1.0754 2.6069
H -5.3897 0.9432 1.4472
H -3.8102 2.3473 0.1405
H -1.4506 1.7249 -0.0054
H 1.6445 -1.5777 3.3504
H 1.9714 -3.9269 4.0816
H 0.7511 -5.7540 2.9430
H -0.7621 -5.2233 1.0515
H -1.0460 -2.9017 0.3197
C -0.8952 4.4838 -0.9487
C 0.0648 4.7985 0.2007
C -0.1284 6.2593 0.6166
C 1.5044 4.4371 -0.1917
H -1.9413 4.6770 -0.6907
H -0.8390 3.4383 -1.2756
H -0.6455 5.0967 -1.8210
H -0.2292 4.1792 1.0611
H 0.1839 6.9214 -0.1977
H 0.4897 6.4938 1.4858
H -1.1689 6.4958 0.8660
H 2.1706 4.7514 0.6314
H 1.7953 5.0942 -1.0318
C 4.3540 -0.0776 3.1382
N 4.5944 0.1172 1.7223
C 4.4044 1.2596 1.0552
N 3.7637 2.2548 1.7147
S 4.9442 1.4548 -0.5313
H 4.6182 -1.1030 3.3879
H 3.3016 0.0736 3.3787
H 4.9661 0.6029 3.7354
H 5.0628 -0.5968 1.1932
H 3.0013 1.9819 2.3333
H 3.5681 3.0676 1.1448
*
```

---

Molecular formula: C31H35ClLuN5O5
Method: DFT, wB97M-V/def2-TZVPD

Kohn-Sham gap, Eh: 0.313
LUMO level, eV: 0.065
E, eV: -96552.2529
Energy above the lowest of the compared OMol25 structures with the same formula, charge and spin, kcal/mol: 0.0
Molecular weight, g/mol: 768.07

ORCA input file:
```
! RIJCOSX wB97M-V def2-TZVPD def2/J DEFGRID3
* xyz 0 1
Lu -0.6986 -0.5267 1.2021
C -1.2769 -3.9956 3.7847
C -2.2754 -3.3282 2.8769
C -2.6707 -2.0122 3.0855
C -3.5817 -1.3924 2.2290
C -4.1173 -2.0935 1.1630
C -3.7335 -3.4110 0.9475
C -2.8199 -4.0156 1.7949
H -1.7590 -4.7496 4.4110
H -0.7908 -3.2744 4.4429
H -0.5009 -4.5002 3.2030
H -2.3163 -1.4823 3.9591
H -3.9105 -0.3837 2.4432
H -4.8229 -1.6140 0.4959
H -4.1351 -3.9603 0.1038
H -2.5058 -5.0375 1.6064
N -1.2263 0.8027 2.8900
C -1.5229 1.4725 3.8096
N -1.9618 2.1473 4.7758
C -1.2896 2.8783 5.6574
N -0.7724 3.5328 6.4605
C -2.0016 4.2260 -4.2413
C -2.8421 4.2887 -2.9924
C -3.5126 5.4482 -2.6327
C -4.2910 5.4898 -1.4858
Cl -5.1244 6.9687 -1.0718
C -4.4054 4.3859 -0.6695
C -3.7298 3.2166 -1.0067
C -2.9711 3.1737 -2.1633
O -2.2821 2.0625 -2.5753
C -2.6911 0.8055 -2.0961
C -1.9478 0.3832 -0.8594
O -1.4010 1.2184 -0.0972
O -1.9025 -0.8728 -0.5976
H -1.9444 5.2072 -4.7141
H -2.4193 3.5214 -4.9641
H -0.9864 3.8875 -4.0260
H -3.4336 6.3318 -3.2570
H -4.9999 4.4367 0.2333
H -3.7760 2.3642 -0.3431
H -2.4864 0.0612 -2.8605
H -3.7635 0.7815 -1.8820
O 1.1647 -1.2410 2.2746
C 1.1004 -2.2539 1.5171
O -0.0176 -2.5774 0.9832
C 2.3269 -2.9986 1.1349
C 2.2420 -4.1764 0.4006
C 3.4064 -4.8203 0.0025
C 4.6470 -4.2786 0.3268
C 4.7278 -3.0990 1.0600
C 3.5646 -2.4618 1.4693
H 1.2650 -4.5676 0.1419
H 3.3481 -5.7428 -0.5618
H 5.5542 -4.7816 0.0124
H 5.6948 -2.6844 1.3196
H 3.5994 -1.5508 2.0555
C 4.6291 2.2009 -1.8553
C 4.4942 1.0430 -0.8805
N 3.2534 0.2825 -1.0524
C 3.2206 -0.7247 -2.1102
C 2.4276 -0.3079 -3.3425
C 2.1690 0.4783 -0.2737
C 2.2388 1.5182 0.8115
N 1.0706 -0.2011 -0.3827
H 5.5228 2.7892 -1.6323
H 3.7600 2.8604 -1.7960
H 4.7101 1.8441 -2.8853
H 4.5619 1.3891 0.1446
H 5.3176 0.3408 -1.0113
H 2.8446 -1.6615 -1.6892
H 4.2560 -0.9192 -2.3860
H 1.3976 -0.0444 -3.0981
H 2.4052 -1.1216 -4.0701
H 2.8830 0.5617 -3.8187
H 2.8369 1.1586 1.6509
H 1.2413 1.7364 1.1756
H 2.6693 2.4525 0.4558
H 1.0674 -0.8836 -1.1302
*
```